20
Properties=species:S:1:pos:R:3 method="wB97M-V/def2-TZVPD" spin_multiplicity=1 charge=+2 de_lowest_kcal_mol=81.4 mol_weight_g_mol=103.17
C -0.975 -0.885 -0.077
C -0.951 0.506 -0.517
C 0.428 0.827 0.043
C 0.648 0.830 1.388
N 1.717 0.760 2.184
N 1.503 0.775 -0.990
N -2.215 -2.180 -1.503
H -0.303 -1.630 -0.475
H -1.547 -1.196 0.793
H -0.964 0.729 -1.582
H -1.784 1.090 -0.139
H -0.285 0.999 1.924
H 1.534 0.492 3.137
H 2.608 1.121 1.884
H 1.416 1.621 -1.564
H 1.446 -0.065 -1.567
H 2.433 0.889 -0.577
H -2.205 -3.145 -1.193
H -3.100 -1.689 -1.504
H -1.892 -2.187 -2.468